Density functional theory data (wB97M-V/def2-TZVPD) for a 11-piece molecular cluster, C46H110N4O11 overall at a distorted geometry.

```
171
C46H110N4O11 (wB97M-V/def2-TZVPD)
H -2.097 5.822 0.556
H -1.119 2.143 -6.326
C -0.913 1.172 -5.876
C -5.079 -1.013 -6.983
H -7.519 2.498 1.823
H 3.229 1.178 1.670
H 0.163 1.190 -5.704
H 1.377 -1.570 9.618
C -0.480 0.010 -8.060
C -8.092 1.189 0.517
H -4.051 -6.639 -1.593
H 3.406 0.001 -1.068
H 2.907 0.557 9.262
H 0.251 -1.186 -0.782
C 3.959 -3.990 0.997
H -0.346 -0.345 2.939
H 0.581 0.095 -7.827
H 5.374 -2.617 2.894
H 5.847 -3.490 -1.095
C 3.614 -0.975 -1.507
H -8.841 0.397 0.509
O 1.214 -1.696 8.681
H 3.261 2.914 -3.514
C -1.823 -1.355 0.894
H -2.727 -1.861 1.233
H 1.715 -1.917 0.647
H -5.638 -0.585 -7.816
H -0.646 -1.009 5.695
H 1.514 4.161 0.207
H -0.132 2.957 6.434
C -1.714 5.211 1.374
C -3.037 -2.431 -6.524
H 3.982 -1.823 3.675
H -5.542 -1.985 -6.817
C 1.722 3.493 3.184
H -3.542 1.682 -7.084
C 3.798 -4.025 -0.460
N -2.762 -0.033 -7.004
C -0.942 -1.311 6.699
H 3.867 -0.957 -2.567
H 2.786 5.913 -3.668
H 2.823 -3.715 -0.837
O 1.416 6.151 -0.636
C -6.669 0.718 0.466
H -3.365 -3.341 -7.027
H 4.531 4.257 -5.170
H -1.374 1.157 -4.889
C -1.389 -0.662 9.090
H -3.269 1.810 1.344
H -8.332 1.926 -0.249
H 3.917 0.985 7.854
H 6.465 -1.225 -1.973
H -2.569 -5.199 -2.674
H 1.534 -2.894 2.101
C -1.834 -1.555 -0.630
H 3.400 -4.749 1.543
H -1.016 -2.805 -7.463
H -1.665 -2.597 -0.901
H 5.796 0.112 -1.087
H -0.579 -3.829 -2.280
C -1.308 -0.040 -6.772
H -3.204 -3.895 -1.785
H 0.862 2.388 -0.959
H -6.297 0.217 1.360
H 0.198 -1.264 -5.925
H -0.516 -0.990 -2.264
C 4.829 -3.100 -1.122
H -2.843 -1.300 -0.952
C -0.890 -1.272 -5.991
O 2.627 1.925 1.697
H 4.577 -3.137 -2.181
C 1.592 1.755 7.139
H -0.815 0.877 -8.629
H -2.022 -1.457 6.685
H -4.310 -4.782 -2.951
O -3.718 -5.811 -1.237
N 4.510 -1.583 0.795
C -3.499 -4.848 -2.226
O -3.148 1.087 -7.727
C -0.839 1.215 7.468
H 2.253 2.295 6.460
H -0.551 -2.302 6.931
H 2.032 4.361 -1.528
C 2.169 -0.363 5.968
H 0.304 2.045 1.550
H -2.039 2.327 -1.060
C -1.346 0.076 2.836
H 1.124 3.889 2.363
C 0.503 -3.950 -2.224
C 2.687 3.351 -4.331
H 1.708 3.697 -3.998
H 2.876 1.866 3.820
H 5.554 -0.463 1.738
C 2.166 2.023 3.008
O 3.640 5.502 -3.825
H 1.062 3.596 4.046
H -3.477 -2.356 -5.530
N 0.855 -0.391 8.232
C 1.878 0.258 7.407
H 3.065 4.788 -0.359
C 0.775 1.340 -1.245
H 0.125 1.441 5.570
H 1.005 1.336 -2.310
O -8.256 1.895 1.694
C 4.678 -1.627 -0.708
H 3.824 -5.088 -0.699
H -1.216 -1.121 -4.962
H -2.443 4.449 1.646
C -0.569 0.745 -0.825
C -3.378 -1.671 -8.896
C -3.543 -1.231 -7.384
H -1.108 -0.029 9.931
H -1.026 -1.920 1.377
H -1.138 -3.435 -5.870
C 3.525 4.538 -4.858
H 0.936 -2.995 -1.927
H 3.961 -3.550 3.447
C 4.288 -2.615 2.992
C 0.145 1.909 6.554
C 2.174 -2.165 1.604
H 0.907 -4.644 -1.488
H 1.310 6.501 0.252
H 3.055 5.076 -5.681
H 1.490 0.832 -0.598
H 1.401 1.262 3.166
H 0.511 -5.057 -3.790
C -1.679 1.466 -1.623
H -0.664 -0.934 -8.574
H -2.459 -0.614 8.889
O 4.685 -0.322 1.354
H -1.873 1.204 7.125
O -1.307 6.044 2.461
H -6.375 0.317 -0.504
H 1.799 2.345 8.032
H -3.684 0.497 0.179
H 4.989 -4.270 1.220
H -3.604 -0.856 -9.584
O 0.997 -4.283 -3.496
H 2.784 -1.260 6.037
H -0.862 1.904 8.312
H 2.529 4.210 3.333
H -5.216 -0.393 -6.097
C -0.656 -0.758 -1.208
H -6.034 1.601 0.531
C 1.990 4.805 -0.533
C 3.687 -2.532 1.614
H -0.821 4.894 0.835
H 2.544 2.576 -5.083
H -4.238 -2.334 -8.993
H -1.331 1.087 3.243
H 2.704 -1.555 -1.352
C -1.469 -2.603 -6.493
O -0.518 2.111 1.059
C -3.251 0.738 1.150
H 1.306 -0.750 5.426
H 6.778 -1.035 -0.208
H -2.400 -2.008 -9.240
H 3.484 -0.698 8.284
C 6.042 -0.947 -1.008
H 2.745 0.286 5.308
C 3.126 0.330 8.218
H -3.943 0.397 1.921
H -2.058 -0.446 3.477
H 2.065 -1.327 2.292
H -1.384 1.863 -2.594
H -2.534 0.857 -1.917
H -1.216 -1.646 9.523
H -0.601 6.615 2.149
N -0.745 0.861 0.601
C -1.778 0.142 1.379
C -0.581 -0.310 7.823
```

Total charge: 0
Strongest force on any atom (hartree/bohr): 0.059
ΔE to the lowest compared entry with this formula, charge and spin (eV): 4.4706
Structure (SMILES): CC1(C)CCCC(C)(C)N1O.CC1(C)CCCC(C)(C)N1O.CC1(C)CCCC(C)(C)N1O.CC1(C)CCCC(C)(C)N1O.CCO.CCO.CCO.CO.CO.CO.CO

=====

Density functional theory data (wB97M-V/def2-TZVPD) for a 9-piece molecular cluster, C46H110N7O15 overall at a distorted geometry.

```
178
C46H110N7O15 (wB97M-V/def2-TZVPD)
C 2.408 5.347 0.276
C 5.515 -1.378 -3.164
H -10.558 -0.834 3.425
O 1.253 -0.788 -0.864
C -0.162 -6.331 3.780
H 1.914 -2.780 -6.260
C 3.324 -3.026 -4.757
H -0.853 2.916 1.753
H 6.026 -1.048 -2.260
H 0.126 6.670 0.619
O 0.427 1.160 5.368
H 3.520 -2.085 -2.422
H 6.036 0.607 -3.930
H 3.644 -0.372 -2.682
O 1.459 -2.261 7.810
H -0.130 3.163 5.162
H 0.215 -6.950 4.594
O 4.665 -1.818 -0.296
H -2.650 -1.414 1.636
H -0.855 -4.327 -3.520
H -10.257 -2.060 2.301
O -1.790 -0.579 -3.336
H 0.960 4.814 -3.718
H 1.128 -1.284 -5.135
O -0.289 -4.185 4.699
H 2.459 -3.212 9.282
N -1.314 2.290 -3.121
N -6.772 0.973 1.137
H 5.146 -2.671 1.491
O 0.287 -0.496 0.959
N 3.276 -1.501 -4.443
H 5.519 -0.136 0.515
H -0.041 -2.468 5.387
H 0.939 -4.695 0.699
O -4.056 3.103 -2.170
C 3.926 -0.572 -5.475
H -1.135 -1.411 3.947
H -0.353 -3.032 -1.606
H -1.555 3.000 0.216
H 2.301 -0.987 4.850
H -1.678 0.709 5.031
H -6.611 2.883 -4.357
H 3.495 0.408 -5.271
H 5.057 -3.709 0.144
H -5.903 2.564 0.094
H 3.950 -0.575 1.244
C -4.335 1.004 0.326
H -4.515 0.497 -0.622
H -2.682 4.531 2.071
H -1.044 4.317 -2.438
O 1.383 3.000 -2.788
C -1.186 1.520 -4.459
H 0.337 -2.946 0.798
H 0.940 4.021 3.095
H 1.998 6.038 -0.460
C 4.533 -2.876 0.613
C 4.524 -0.535 0.318
H 3.477 -5.368 -6.081
H -0.579 2.504 6.667
C 0.326 6.201 1.582
H 3.503 -3.094 -6.913
H -7.824 -1.621 2.028
H 3.668 1.226 2.731
H -6.326 2.011 -2.961
C 2.414 -1.848 6.863
C 0.416 -4.944 4.001
H 7.195 -0.597 -4.302
H -0.002 4.543 -0.674
O -4.078 3.592 -4.318
H 1.159 2.698 6.412
C -6.802 0.209 2.464
C 6.121 -0.445 -4.202
C -0.856 3.768 -3.360
H 2.972 1.864 -3.634
C 0.768 -3.744 0.194
H 3.266 3.500 -3.066
H -5.864 -0.326 2.611
C 2.403 2.744 1.922
H 1.053 -2.450 9.822
H 5.851 -2.398 -3.353
C 1.899 -2.285 9.155
H 3.091 -4.137 1.695
C 1.754 4.122 2.377
H 0.852 3.322 -4.754
H 0.202 -6.824 2.878
C 1.792 -1.158 -4.280
N 2.208 -3.389 -0.135
H 3.445 -0.711 -6.443
H -0.145 1.201 -4.407
C -0.685 0.681 4.582
C -0.559 -5.188 -2.920
H 3.979 0.202 -0.271
C -2.911 -1.404 -2.969
O 0.302 -4.909 -1.840
H -1.243 -6.251 3.669
C 3.286 2.203 3.031
C -10.361 -0.977 2.363
C 2.814 -3.379 -6.118
C 5.515 -0.709 -5.588
H 0.526 -0.832 3.472
H 3.060 2.323 -1.899
H 2.386 4.854 2.881
H -2.226 2.331 -2.689
H 2.797 -0.867 7.143
C -8.040 -0.697 2.564
O -4.043 0.092 1.329
C -2.088 0.282 -4.388
H 2.643 -4.079 -0.732
C 0.215 2.462 5.922
H -11.166 -0.558 1.759
H 1.354 -1.790 -3.507
H 1.699 -5.156 -5.572
H 4.384 -3.274 -4.792
O -9.193 -0.156 1.994
C 0.267 4.070 0.271
H -1.317 2.193 -5.305
H 1.777 -0.114 -3.967
C -5.517 1.875 0.846
H -3.472 1.668 0.285
N 0.310 -1.522 5.423
H 2.823 4.492 -0.258
C -1.834 4.804 1.442
H 1.681 1.949 1.735
H 4.184 2.783 3.241
H -8.063 -0.960 3.622
C 1.884 -1.790 5.457
H -3.353 -2.061 -3.717
H 2.895 -3.607 -3.941
H -3.805 -1.628 0.282
C -1.033 5.806 2.263
H 3.138 5.933 0.835
H -2.507 -2.194 -2.336
H -1.191 -4.213 -0.700
H 2.477 -1.485 9.616
H 2.272 -2.472 -0.553
H -6.794 1.025 3.187
C 2.519 -4.870 -6.231
H 1.038 6.818 2.129
N 1.189 4.891 1.216
H -2.098 -0.155 -5.386
H -6.876 0.335 0.361
C -4.644 3.248 -3.263
H -0.742 1.797 -2.451
H -0.037 -5.813 -3.645
H -7.587 1.568 1.187
H 2.196 -5.152 -7.233
H -1.330 -5.895 -2.613
O 1.433 -4.557 3.405
C 4.000 -1.334 -3.050
C 2.681 2.599 -2.884
H -0.903 5.381 3.258
C -3.218 -0.910 0.854
H -2.354 5.355 0.659
C -0.183 -3.913 -0.987
H 5.945 0.005 -6.291
H -1.457 4.132 -4.193
C 3.171 -3.241 1.078
H -0.050 -1.153 6.292
C -0.309 -0.735 4.166
H -0.698 1.313 3.694
H 5.838 -1.661 -6.009
N 0.446 -0.190 -0.202
C 0.676 3.763 -3.773
H 0.820 3.152 0.073
H -2.418 -0.524 0.223
H 3.271 -2.521 6.865
H -3.650 -0.829 -2.412
O -0.143 0.688 -0.774
H -6.815 3.756 -2.871
H -3.062 0.733 -4.199
H 2.845 2.154 4.027
H 2.773 -2.365 1.591
H -5.198 2.474 1.699
C -6.185 3.014 -3.362
H -1.521 6.750 2.508
C -0.997 3.611 0.925
H 3.060 2.821 1.056
H 1.986 -2.657 4.803
```

Total charge: +3
Strongest force on any atom (hartree/bohr): 0.098
Energy (eV): -90596.195